Below is a 2-piece molecular cluster, C3H12N2 overall at a distorted geometry, with properties calculated with wB97M-V/def2-TZVPD.

ORCA input file:
```
! wB97M-V def2-TZVPD RIJCOSX def2/J DEFGRID3
* xyz 0 1
C -0.639 -0.713 -1.155
N -1.588 -0.731 -0.075
C -1.445 -1.851 0.833
H 0.356 -0.598 -0.716
H -0.590 -1.641 -1.753
H -0.790 0.086 -1.875
H -2.537 -0.498 -0.301
H -1.500 -2.811 0.287
H -2.044 -1.620 1.713
H -0.437 -1.896 1.244
C 2.173 1.690 0.317
N 0.805 1.986 -0.122
H 2.697 1.360 -0.580
H 2.224 0.937 1.112
H 2.766 2.546 0.637
H 0.284 1.125 -0.027
H 0.264 2.628 0.459
*
```

As for the SMILES: CNC.CN. The LUMO energy comes out at 0.03958 Eh. The value obtained for the energy above the lowest of the compared OMol25 structures with the same formula, charge and spin is 82.52 kJ/mol. The total energy comes out at -230.959897 hartree. The HOMO-LUMO gap is 0.3573 hartree.